(1)
Computed, not measured: 16 unconnected molecules or ions with the total composition H32O16 in a non-equilibrium geometry, with ωB97M-V/def2-TZVPD.

Each line ends with the Mulliken charge.
Geometry (Å):
O  0.52000  -0.87987  3.35694  -0.679
H  -0.24900  -0.41187  2.96094  0.463
H  0.67100  -1.70387  2.97594  0.229
O  1.85400  1.43313  -0.25006  -0.690
H  1.94100  0.56413  -0.55606  0.262
H  1.60700  1.87713  -1.07606  0.339
O  2.53700  -2.85587  -1.03506  -0.608
H  2.21000  -2.29487  -0.36806  0.441
H  3.30700  -3.16387  -0.64306  0.305
O  -0.63800  0.21213  -0.22306  0.458
H  0.01600  0.76713  0.22894  0.134
H  -0.13700  -0.52587  -0.51806  0.006
O  1.91600  -0.71187  -2.42506  -0.551
H  2.16400  -1.46687  -1.85306  0.254
H  2.43000  -0.87887  -3.20606  0.247
O  2.24900  1.05013  2.63894  -0.792
H  2.27600  0.84713  1.72094  0.232
H  1.63300  0.36113  3.00894  0.555
O  -2.55400  2.56113  1.23194  -0.652
H  -2.28700  2.43513  0.36294  0.440
H  -2.54800  1.62713  1.51194  0.340
O  -1.47800  -0.64487  -3.18706  -0.580
H  -0.76200  -1.12187  -3.61906  0.259
H  -1.57600  0.09113  -3.83906  0.293
O  -1.57300  3.18113  -1.43906  -0.686
H  -1.12800  3.97313  -1.05306  0.340
H  -0.86700  2.58313  -1.51106  0.318
O  -2.10900  0.19113  2.59094  -0.799
H  -2.28700  -0.26287  3.42694  0.321
H  -2.32200  -0.49387  1.94794  0.240
O  0.45400  1.63113  -2.76306  -0.699
H  1.33200  1.65313  -3.31306  0.358
H  0.49300  0.69813  -2.52806  0.264
O  1.92700  -1.05787  0.88894  -0.791
H  2.79000  -0.67887  0.83694  0.369
H  1.87400  -1.84687  1.50094  0.259
O  -3.36800  0.69413  -1.05806  -0.643
H  -2.57400  0.69813  -1.57806  0.216
H  -3.11600  0.15913  -0.32006  0.308
O  -0.48200  -2.83087  -1.16206  -0.720
H  0.13300  -2.86988  -1.85406  0.291
H  -1.26100  -2.57888  -1.67106  0.294
O  -1.31000  -2.52088  1.44794  -0.603
H  -0.96500  -2.58387  0.54394  0.345
H  -1.29300  -3.46387  1.73494  0.309
O  0.28300  3.22313  2.55094  -0.623
H  0.72800  2.41313  2.49894  0.337
H  -0.46100  2.92413  3.08194  0.292

Computed properties:
multiplicity = 1
DFT total energy = -33279.15184 eV
highest occupied orbital energy = -9.255 eV
ΔE to the lowest compared entry with this formula, charge and spin = 133.3 kcal per mole
lowest unoccupied orbital energy = -0.81 eV
Kohn-Sham gap = 8.45 eV

(2)
Computed, not measured: 2 unconnected molecules or ions with the total composition C5H13N2 in a non-equilibrium geometry, with ωB97M-V/def2-TZVPD.

Each line ends with the Mulliken charge.
Geometry (Å):
C  -0.11448  1.69365  -0.31889  -1.308
C  -1.30986  0.90589  -0.78286  0.634
C  -1.28257  0.03119  -1.79245  -0.972
N  -2.50614  1.18351  -0.11625  -0.527
H  0.24338  1.35561  0.66159  0.368
H  -0.36546  2.74642  -0.21448  0.464
H  0.70592  1.60191  -1.02679  0.307
H  -2.19192  -0.48133  -2.07457  0.279
H  -0.37658  -0.34352  -2.24720  0.364
H  -2.42891  1.93050  0.55774  0.227
H  -3.31366  1.32223  -0.70606  0.244
C  1.23092  -1.44991  1.40495  -0.046
C  2.47487  -1.24695  1.77530  -0.637
N  0.81125  -1.30577  -0.00388  -0.270
H  0.42251  -1.73106  2.06251  0.371
H  2.74406  -1.36916  2.81685  0.269
H  3.24020  -0.95584  1.07235  0.243
H  -0.15542  -0.89808  -0.06302  0.226
H  1.44179  -0.75288  -0.58262  0.380
H  0.73013  -2.23641  -0.42221  0.385

Computed properties:
multiplicity = 1
DFT total energy = -8368.25260 eV
highest occupied orbital energy = -12.277 eV
ΔE to the lowest compared entry with this formula, charge and spin = 59.0 kcal per mole
lowest unoccupied orbital energy = -3.23 eV
Kohn-Sham gap = 9.04 eV
charge = +1

(3)
Computed, not measured: C17H15N5O2 in the gas phase in a non-equilibrium geometry, with ωB97M-V/def2-TZVPD.

Each line ends with the Mulliken charge.
Geometry (Å):
C  -5.20296  -5.00393  -1.03733  -0.804
O  -4.37077  -4.15290  -1.88886  -0.438
C  -3.13950  -3.72222  -1.36589  0.506
C  -2.62159  -2.54354  -1.91394  -0.715
C  -1.50773  -1.91189  -1.37498  0.044
C  -1.00238  -2.43503  -0.19550  0.261
O  0.02153  -1.66720  0.46784  -0.456
C  1.10408  -1.29409  -0.31831  0.304
C  1.67854  -2.08359  -1.31360  -0.379
N  2.83243  -1.43441  -1.84621  -0.705
C  2.94734  -0.28389  -1.21969  0.302
N  3.81855  0.79555  -1.52449  -0.507
C  3.61969  1.91675  -0.82858  -0.236
C  2.67663  2.04870  0.31624  0.737
N  2.49593  3.34024  0.81256  0.660
C  1.43525  3.79918  1.59656  -0.220
C  1.67186  5.05310  1.98391  0.208
C  0.55565  5.93940  2.54443  -1.300
C  2.97067  5.42408  1.49615  -0.243
N  3.39523  4.38065  0.84010  -1.023
C  1.79146  1.02085  0.56239  -0.655
N  1.95568  -0.17064  -0.22647  0.158
C  -1.49882  -3.56002  0.33576  -0.936
C  -2.58224  -4.21834  -0.24611  -0.291
H  -6.24750  -5.13709  -1.36727  0.229
H  -4.73518  -5.97278  -1.19579  0.339
H  -5.13262  -4.66815  0.00884  0.363
H  -3.06310  -2.19817  -2.85051  0.335
H  -1.09575  -1.16858  -1.93818  0.588
H  1.24129  -3.01559  -1.67019  0.489
H  4.48464  2.55149  -0.92745  0.439
H  0.46730  3.34252  1.82509  0.250
H  0.83693  6.08809  3.58943  0.329
H  0.59920  6.99114  2.26173  0.318
H  -0.43951  5.55302  2.55756  0.344
H  3.38438  6.40652  1.64235  0.426
H  0.88080  1.20013  1.03936  0.468
H  -1.24429  -4.04536  1.31101  0.329
H  -2.98112  -5.16401  0.05803  0.482

Computed properties:
multiplicity = 1
DFT total energy = -29413.29343 eV
highest occupied orbital energy = -8.163 eV
ΔE to the lowest compared entry with this formula, charge and spin = 0.0 kcal per mole
SMILES = COc1ccc(Oc2cnc3ncc(-n4cc(C)cn4)cn23)cc1
lowest unoccupied orbital energy = -0.21 eV
Kohn-Sham gap = 7.95 eV

(4)
Computed, not measured: C3H4F2N2 in the gas phase in a non-equilibrium geometry, with ωB97M-V/def2-TZVPD.

Each line ends with the Mulliken charge.
Geometry (Å):
N  -0.02029  -0.77182  3.09441  -0.337
C  0.21636  -0.45269  2.02862  -0.007
C  0.60432  -0.05487  0.52125  0.890
F  1.31231  1.09570  0.61995  -0.258
F  1.45282  -1.02838  0.08316  -0.260
C  -0.69369  -0.02373  -0.39325  -0.816
N  -0.50291  0.39604  -1.71791  -0.585
H  -1.41399  0.77333  -0.04483  0.371
H  -1.03714  -0.97421  -0.29714  0.466
H  -0.06380  1.33063  -1.74777  0.267
H  0.14602  -0.29002  -2.14649  0.269

Computed properties:
multiplicity = 1
DFT total energy = -11589.85598 eV
highest occupied orbital energy = -10.526 eV
ΔE to the lowest compared entry with this formula, charge and spin = 5.8 kcal per mole
SMILES = N#CC(F)(F)CN
lowest unoccupied orbital energy = 0.71 eV
Kohn-Sham gap = 11.23 eV

(5)
Computed, not measured: a molecular structure, C15H18IrN4O7P2S, with ωB97M-V/def2-TZVPD.

Each line ends with the Mulliken charge.
Geometry (Å):
Ir  -0.39072  1.35573  0.44736  1.466
N  -4.07967  0.57728  2.41074  -0.386
C  -2.85030  0.59601  1.89190  0.668
S  -2.27623  2.18060  1.27946  -0.457
N  -2.14845  -0.49724  1.87700  -1.279
N  -0.89188  -0.30295  1.37089  1.000
C  0.01023  -1.22150  1.49059  0.518
C  -0.25349  -2.54679  2.09125  -0.143
C  -1.15400  -3.41247  1.47843  -0.115
C  -1.38697  -4.66325  2.02471  -0.754
C  -0.73604  -5.04667  3.19000  -0.399
C  0.15272  -4.18010  3.80905  -0.773
C  0.40063  -2.93236  3.25716  -0.076
C  1.35329  -0.81685  1.03328  0.478
C  2.46431  -1.63519  1.09466  -0.469
C  3.69999  -1.12013  0.72168  -0.658
C  3.79261  0.19451  0.30366  -0.790
C  2.63727  0.95750  0.24165  -0.028
N  1.45906  0.45628  0.59202  -0.429
H  -4.63906  1.41027  2.43772  0.202
H  -4.43576  -0.27358  2.81382  0.242
H  -1.66705  -3.10101  0.57756  0.459
H  -2.08142  -5.33906  1.54404  0.403
H  -0.92460  -6.02212  3.61808  0.414
H  0.65244  -4.47413  4.72211  0.403
H  1.08826  -2.24996  3.74295  0.524
H  2.35803  -2.65584  1.43169  0.547
H  4.58121  -1.74580  0.76204  0.459
H  4.73536  0.62935  0.00625  0.432
H  2.64018  1.98071  -0.10548  0.471
C  -0.51657  2.86421  -4.41813  -1.535
C  -0.62483  2.45990  -2.94714  0.771
O  -1.95938  2.46379  -2.47074  -0.518
P  0.26921  3.62555  -1.87385  0.649
O  -0.39830  5.02705  -2.07940  -0.488
O  1.71392  3.76024  -2.45241  -0.519
O  0.24763  3.17345  -0.43719  -0.683
P  0.24487  0.86904  -2.59854  0.730
O  -0.31941  -0.07962  -3.74006  -0.514
O  1.71232  1.11491  -2.64076  -0.875
O  -0.34144  0.30167  -1.28738  -0.773
H  -0.93035  3.86188  -4.56021  0.413
H  -1.08270  2.15711  -5.02444  0.420
H  0.51738  2.85369  -4.76025  0.369
H  -2.48145  1.84105  -2.99132  0.399
H  -0.47918  5.58516  -1.29537  0.382
H  2.07290  2.84704  -2.60613  0.444
H  0.24541  -0.82735  -3.97293  0.400

Computed properties:
multiplicity = 1
DFT total energy = -68393.01332 eV
highest occupied orbital energy (alpha / beta) = -11.528 / -11.527 eV
ΔE to the lowest compared entry with this formula, charge and spin = 4.3 kcal per mole
lowest unoccupied orbital energy (alpha / beta) = -4.16 / -4.16 eV
Kohn-Sham gap (alpha / beta) = 7.37 / 7.37 eV
charge = +1

(6)
Computed, not measured: a molecular structure, C28H31I2N8O3RuSSbSe4 in a non-equilibrium geometry, with ωB97M-V/def2-TZVPD.

Each line ends with the Mulliken charge.
Geometry (Å):
Ru  1.26729  -0.98125  -0.04141  -0.739
I  3.00276  1.32997  -4.04366  0.078
C  3.21784  -0.78494  -4.10662  -0.954
I  2.16298  -1.74222  -2.52459  0.308
H  4.27117  -1.00341  -4.00683  0.491
H  2.76570  -1.13167  -5.02540  0.408
C  3.07738  -0.72310  3.95149  -0.756
N  2.91976  -2.10221  3.54140  0.293
C  2.50078  -3.12605  4.37319  -0.373
C  2.40249  -4.23784  3.61612  -0.678
N  2.76852  -3.87459  2.34086  0.237
C  3.07484  -2.57046  2.28073  -0.035
S  3.54374  -1.66155  0.90237  -0.154
H  2.14647  -0.36279  4.39060  0.295
H  3.31457  -0.13811  3.06700  0.092
H  3.88667  -0.63472  4.67636  0.367
H  2.29335  -2.96227  5.41492  0.481
H  2.05474  -5.23327  3.82991  0.423
H  2.67484  -4.47723  1.52478  0.296
C  -0.79506  -0.00154  4.28236  -0.748
C  -0.69160  -1.30031  3.82375  -0.668
C  -0.02719  -1.54123  2.63039  -0.028
N  0.52527  -0.57073  1.89705  2.093
C  0.40945  0.68948  2.34191  -0.516
C  -0.22987  1.01227  3.52226  -0.547
H  -1.31726  0.22243  5.20426  0.378
H  -1.12490  -2.14498  4.34060  0.335
H  0.06892  -2.54872  2.25227  -0.593
H  0.84382  1.46170  1.72947  0.265
H  -0.28928  2.04885  3.82558  0.434
C  -3.70329  1.99268  2.32752  -1.624
C  -3.08759  2.33990  1.00065  0.864
C  -2.11281  3.31801  0.87792  -0.531
C  -1.50399  3.59846  -0.33984  -0.553
C  -1.85696  2.87354  -1.47113  0.450
N  -1.27576  3.06572  -2.74152  0.050
C  -0.16493  3.73719  -3.15193  0.223
O  -0.04350  4.14362  -4.29185  -0.689
N  0.83476  4.02668  -2.21422  0.096
C  1.52761  3.17032  -1.35001  -0.415
C  2.69075  3.66030  -0.76831  -0.577
C  3.44062  2.83626  0.04639  -1.307
C  3.01612  1.54095  0.26332  -0.441
N  1.89592  1.06259  -0.29121  1.153
C  1.15764  1.85292  -1.07940  1.152
C  -2.87173  1.92448  -1.37024  -0.521
C  -3.47127  1.66414  -0.15494  -0.599
H  -3.37831  2.68342  3.10621  0.338
H  -3.41645  0.98326  2.63018  0.243
H  -4.79328  2.02335  2.27881  0.439
H  -1.81046  3.88082  1.75470  0.336
H  -0.76183  4.38052  -0.40120  0.467
H  -1.80721  2.72670  -3.52941  0.283
H  1.41637  4.76322  -2.58394  0.285
H  3.00855  4.67721  -0.97061  0.442
H  4.35437  3.18777  0.50544  0.431
H  3.57243  0.84982  0.87949  0.181
H  0.29594  1.38219  -1.53678  -0.563
H  -3.16608  1.36526  -2.25021  0.295
H  -4.23095  0.89330  -0.09736  0.345
Se  0.97838  -7.07982  0.94451  -0.686
Sb  -0.52290  -5.18429  0.89754  0.745
Se  0.79499  -3.44543  -0.36434  -0.381
Se  -2.80998  -5.45808  0.03869  -0.461
Se  -1.62977  -4.78644  3.05203  -0.585
C  -3.03885  -1.23998  -5.39717  -1.215
N  -2.41541  -1.06942  -4.09744  0.243
C  -2.83669  -1.81648  -3.03599  -0.322
C  -2.28768  -1.68235  -1.81865  -1.064
C  -1.21161  -0.73089  -1.69164  0.486
O  -0.69419  -0.54722  -0.53265  -0.116
N  -0.78800  -0.02245  -2.73162  0.317
C  -1.32093  -0.18597  -3.96873  0.006
O  -0.92817  0.41822  -4.96372  -0.774
H  -3.98558  -0.69719  -5.45369  0.323
H  -3.22435  -2.29791  -5.58405  0.383
H  -2.36175  -0.84585  -6.14823  0.352
H  -3.62236  -2.53179  -3.24560  0.473
H  -2.56798  -2.31073  -0.98692  0.536

Computed properties:
multiplicity = 2
DFT total energy = -345150.32704 eV
highest occupied orbital energy (alpha / beta) = -4.495 / -4.488 eV
ΔE to the lowest compared entry with this formula, charge and spin = 0.0 kcal per mole
lowest unoccupied orbital energy (alpha / beta) = 1.80 / 1.27 eV
Kohn-Sham gap (alpha / beta) = 6.30 / 5.76 eV
charge = -1